[1]
{"formula": "C4H7BrCl2OS", "method": "the ωB97M-V functional and the def2-TZVPD basis", "species": ["Br", "Cl", "Cl", "S", "O", "C", "C", "C", "C", "H", "H", "H", "H", "H", "H", "H"], "xyz": [[3.2427, -0.8018, 0.1857], [1.2465, 2.1461, -1.0859], [-2.8914, -1.8915, -0.3146], [0.0735, -1.3223, 0.6434], [0.5020, -2.2963, -0.3306], [1.4640, 0.9942, 1.4441], [1.5710, -0.2927, 0.9728], [-1.7942, -0.8086, -1.1638], [-1.0240, -0.0268, -0.2185], [-0.5673, 0.7648, -0.6315], [2.3109, 1.6704, 1.4096], [0.5331, 1.2719, 1.8089], [-1.7869, 0.2889, 0.6818], [0.7320, 1.9760, 0.1982], [-2.3843, -0.2015, -1.8451], [-1.2276, -1.4707, -1.7543]], "homo_lumo_gap_ha": 0.324, "relative_energy_kj_mol": 250.14, "lumo_ha": -0.01509}

---

[2]
{"formula": "C12H27B4IO10", "method": "the ωB97M-V functional and the def2-TZVPD basis", "species": ["I", "O", "O", "O", "O", "O", "O", "O", "O", "O", "O", "C", "C", "C", "C", "C", "C", "C", "C", "C", "C", "C", "C", "B", "B", "B", "B", "H", "H", "H", "H", "H", "H", "H", "H", "H", "H", "H", "H", "H", "H", "H", "H", "H", "H", "H", "H", "H", "H", "H", "H", "H", "H", "H"], "xyz": [[1.5745, 5.9933, 2.0186], [6.2262, 4.1444, 3.0883], [-4.5885, -3.6016, -4.3232], [4.4641, 1.8502, -1.2094], [-2.0679, 0.0656, -1.0729], [5.1559, 2.8274, 4.7122], [2.6339, 1.4341, 0.2464], [4.3925, 2.9403, 0.8890], [-4.5433, -5.1823, -2.7983], [-1.0082, 1.5937, 0.0837], [3.7845, 1.1663, 2.2799], [1.2632, 1.6175, 2.4645], [0.3194, 0.4917, -1.5475], [-2.1805, -0.8092, -2.2004], [0.9260, 3.9840, 1.5936], [1.1033, 3.1010, 2.8201], [-6.1524, -6.3596, -1.3876], [-0.9606, 0.7786, -0.8002], [-6.0234, -3.2302, -2.4741], [-1.6142, -2.1828, -1.9122], [-4.9862, -3.9983, -3.2629], [7.2674, 3.7589, 2.1885], [-4.8126, -5.6594, -1.4769], [5.3439, 3.1248, 3.3948], [2.5598, 1.3732, 1.6368], [3.8143, 2.0689, -0.0440], [4.4879, 2.3581, 2.1428], [-6.9767, -5.6829, -1.6122], [0.1676, 0.0925, -2.5478], [-4.0124, -6.3665, -1.2659], [-7.0103, -3.4766, -2.8628], [-0.1193, 4.0174, 1.3255], [-1.7357, -0.3557, -3.0862], [7.4903, 2.6948, 2.2309], [0.8681, 1.4215, -1.6492], [-0.5467, -2.1444, -1.6953], [1.4660, 3.6398, 0.7233], [-4.7171, -4.8521, -0.7494], [-6.1969, -7.1769, -2.1069], [-6.0030, -3.4178, -1.4035], [0.1928, 3.1856, 3.4062], [-6.3039, -6.7647, -0.3871], [-5.8432, -2.1686, -2.6219], [0.3766, 1.2477, 1.9614], [1.3808, 1.0768, 3.4006], [5.1454, 3.6476, 5.2416], [-1.7699, -2.8431, -2.7661], [8.1528, 4.3124, 2.4706], [1.8967, 3.4434, 3.4759], [7.0019, 3.9867, 1.1587], [-3.2493, -0.8840, -2.3934], [5.1493, 2.5395, -1.2896], [-2.1041, -2.6168, -1.0395], [0.9210, -0.2042, -0.9675]], "homo_lumo_gap_ha": 0.353, "lumo_ha": 0.01487}

---

[3]
{"formula": "C5H11NO3", "method": "the ωB97M-V functional and the def2-TZVPD basis", "species": ["O", "O", "O", "N", "C", "C", "C", "C", "C", "H", "H", "H", "H", "H", "H", "H", "H", "H", "H", "H"], "xyz": [[0.2531, -0.1910, -0.3085], [-3.3107, 0.5391, 0.4252], [2.0560, 1.0561, -0.7523], [-1.0863, 0.0940, -0.1753], [2.8275, 0.4156, 0.3193], [-3.1462, -0.8408, 0.4193], [0.8062, 1.1258, -0.4112], [2.9101, -1.0831, 0.1035], [-1.6864, -1.0032, 0.1238], [-3.1789, -1.3195, 1.5300], [-1.1881, -1.9884, 0.2572], [2.9660, -1.4822, -0.9996], [-3.7855, -1.4415, -0.2348], [2.0502, -1.8087, 0.5210], [-2.3129, 0.9476, 0.2671], [0.4680, 1.7650, 0.4269], [3.7813, -1.5129, 0.7510], [0.4157, 1.6719, -1.2091], [3.7406, 1.0299, 0.3464], [2.3936, 0.5618, 1.3283]], "homo_lumo_gap_ha": 0.391, "relative_energy_kj_mol": 545.02, "lumo_ha": 0.03341, "smiles": "CCOCO/N=C/CO"}

---

[4]
{"formula": "C2H5BrN2S", "method": "the ωB97M-V functional and the def2-TZVPD basis", "species": ["Br", "S", "N", "N", "C", "C", "H", "H", "H", "H", "H"], "xyz": [[-2.2969, 2.1757, -0.4513], [0.4679, -1.6176, -1.6069], [-0.2541, 2.2839, -0.1015], [0.2671, 1.3373, 0.3178], [0.8511, -1.0195, 0.0717], [-0.1686, 0.0061, 0.6966], [-1.1841, -0.1627, 0.3577], [-0.2889, -0.4496, -1.8743], [1.8885, -0.5598, 0.0783], [0.9105, -1.9389, 0.7197], [-0.1925, -0.0549, 1.7921]], "homo_lumo_gap_ha": 0.345, "relative_energy_kj_mol": 57.71, "lumo_ha": -0.00115, "smiles": "SCC/N=N\\Br"}

---

[5]
{"formula": "C4H9ClF3NSSi", "method": "the ωB97M-V functional and the def2-TZVPD basis", "species": ["Cl", "S", "Si", "F", "F", "F", "N", "C", "C", "C", "C", "H", "H", "H", "H", "H", "H", "H", "H", "H"], "xyz": [[-1.9983, -3.4273, 1.0884], [-1.9321, -2.6725, -0.8560], [-0.7070, 0.1142, -0.2175], [-0.3337, -5.6234, -1.5075], [1.3348, -5.4520, -0.0593], [1.4364, -4.2917, -1.9924], [-1.7948, -1.2073, -0.9274], [0.6034, -4.7804, -1.0166], [-1.7299, 0.7965, 1.2549], [-0.2664, 1.1612, -1.7571], [0.8574, -0.6996, 0.5039], [1.2147, -0.3620, 1.5048], [-2.7165, 1.0348, 0.9276], [0.1319, 0.6599, -2.7373], [-1.0865, 1.8244, -2.1476], [-2.0214, 0.1610, 2.0473], [0.7272, 1.5930, -1.5222], [-1.1419, 1.7097, 1.7896], [0.5651, -1.7442, 0.7517], [1.7486, -0.7928, -0.2000]], "homo_lumo_gap_ha": [0.259, 0.337], "relative_energy_kj_mol": 98.41, "lumo_ha": [-0.04038, -0.03062]}

---

[6]
{"formula": "C5H12O2", "method": "the ωB97M-V functional and the def2-TZVPD basis", "species": ["O", "O", "C", "C", "C", "C", "C", "H", "H", "H", "H", "H", "H", "H", "H", "H", "H", "H", "H"], "xyz": [[-3.0581, 0.5301, 0.6638], [0.7666, 0.7464, 1.4556], [2.3357, -0.1460, -0.9868], [-0.2873, 0.0020, 0.8890], [-0.9285, 0.6035, -0.3688], [-2.3529, 0.0803, -0.4808], [2.9315, -0.8049, -0.0002], [-0.3866, 0.3572, -1.2927], [-1.0688, -0.0327, 1.6483], [1.5498, -0.6033, -1.5833], [-2.3293, -1.0223, -0.5227], [2.6396, -1.8184, 0.2660], [-3.8640, 0.0121, 0.7564], [-0.9448, 1.6956, -0.2853], [0.0168, -1.0368, 0.6728], [-2.8349, 0.4369, -1.4026], [3.7053, -0.3431, 0.6098], [2.5652, 0.8937, -1.2106], [1.5878, 0.4135, 1.0769]], "homo_lumo_gap_ha": 0.391, "relative_energy_kj_mol": 206.26, "lumo_ha": 0.03434, "smiles": "OCCCO.C=C"}

---

[7]
{"formula": "C9H14NS", "method": "the ωB97M-V functional and the def2-TZVPD basis", "species": ["S", "N", "C", "C", "C", "C", "C", "C", "C", "C", "C", "H", "H", "H", "H", "H", "H", "H", "H", "H", "H", "H", "H", "H", "H"], "xyz": [[0.1162, -1.4840, 2.2213], [1.7293, 1.1228, -1.7224], [-0.5623, -0.2419, -0.3623], [-0.1074, -3.1971, 2.2058], [-0.5108, -3.6749, 0.9696], [-0.3694, -1.3641, 0.4976], [-0.3937, 1.6133, 1.3490], [1.1461, 0.7190, -0.4855], [-0.8449, 2.3803, -0.9324], [-0.2411, 1.2509, -0.0682], [-0.6863, -2.6241, 0.0240], [-1.5115, 1.7329, 1.5534], [-0.9810, -4.5906, 0.5450], [2.3596, 1.9284, -1.8004], [0.9831, 1.3695, -2.4121], [1.8128, 0.2747, 0.2068], [-0.8552, 2.1928, -2.0220], [2.0723, 0.2253, -2.3105], [0.2006, 0.9954, 2.0798], [0.0814, 2.6585, 1.4097], [-0.9497, -2.8450, -0.9441], [-0.5622, -0.6734, -1.4656], [-1.8695, 2.5966, -0.7962], [-0.2133, 3.3397, -0.8014], [0.1572, -3.7049, 3.0611]], "homo_lumo_gap_ha": [0.284, 0.284], "relative_energy_kj_mol": 303.48, "lumo_ha": [-0.13230, -0.13230], "charge": 1}

---

[8]
{"formula": "C32H47NO21", "method": "the ωB97M-V functional and the def2-TZVPD basis", "species": ["O", "O", "O", "O", "O", "O", "O", "O", "O", "O", "O", "O", "O", "O", "O", "O", "O", "O", "O", "O", "O", "N", "C", "C", "C", "C", "C", "C", "C", "C", "C", "C", "C", "C", "C", "C", "C", "C", "C", "C", "C", "C", "C", "C", "C", "C", "C", "C", "C", "C", "C", "C", "C", "C", "H", "H", "H", "H", "H", "H", "H", "H", "H", "H", "H", "H", "H", "H", "H", "H", "H", "H", "H", "H", "H", "H", "H", "H", "H", "H", "H", "H", "H", "H", "H", "H", "H", "H", "H", "H", "H", "H", "H", "H", "H", "H", "H", "H", "H", "H", "H"], "xyz": [[3.6692, 1.4062, 4.6118], [-1.2288, 5.9837, 5.0307], [0.2814, -0.9422, -5.6201], [-0.4961, 5.1967, 6.9932], [-2.6151, -4.1982, -0.3090], [-2.8190, 1.3740, 1.7914], [-6.4694, 4.0187, -2.7438], [2.3793, -1.3826, -6.1078], [-5.5963, 4.1714, -0.6587], [-3.0864, -2.0274, -0.6570], [4.8708, -3.5855, -2.6756], [-1.7033, -0.5777, 1.6975], [6.6178, -4.8433, -3.2725], [-4.5459, -3.3302, 0.4376], [-4.2945, 3.6539, -2.3655], [-2.9797, -0.1161, 3.4453], [6.0054, -4.6624, -1.1182], [-0.0188, 4.1333, 5.0737], [2.6192, 2.8406, 3.2590], [1.2182, -2.7732, -4.7483], [2.4357, 0.6133, 2.9486], [1.6057, -0.1067, -0.9224], [1.2953, -1.8104, -5.4443], [-1.0056, -4.6163, -2.0346], [5.9124, -4.4200, -2.4212], [-3.8322, -2.3762, 3.5587], [-4.3567, 3.9527, -0.0676], [-1.1823, 5.5882, 3.6482], [-1.5169, -1.6534, 2.6087], [-3.4581, 3.4336, -1.2216], [0.9192, 0.5440, 0.0607], [4.9127, -4.0744, -0.4147], [2.7618, -3.2392, -1.6097], [2.8626, 1.7248, 3.5633], [-0.6065, 3.1989, 2.9169], [-0.1795, 4.4301, 3.6915], [2.1412, -0.1030, -6.6844], [-2.5861, -1.4891, 3.6795], [-2.1248, 4.0925, -1.4458], [-2.5421, 0.3149, 2.2631], [-0.1939, 0.8030, -1.8363], [0.6353, 0.1069, -6.5191], [-1.8878, -2.2683, -1.3864], [3.7675, -0.0001, 4.7127], [-1.4404, -3.6496, -0.9645], [0.2685, 1.4351, -5.8633], [-3.5148, -3.1849, -0.1347], [2.6325, -0.5073, 3.8291], [-0.2432, 1.0838, -0.4488], [0.8890, 0.0157, -2.0989], [4.2712, -3.1512, -1.4541], [-0.5769, 5.1313, 5.8083], [-5.5544, 3.9574, -1.9943], [2.9636, -1.7413, 3.0038], [-0.6492, -3.5105, -0.2156], [3.0483, -2.6383, 3.6175], [-1.5928, 2.8592, 3.2359], [-4.3385, 3.3171, 0.8202], [-0.8175, 6.4162, 3.0497], [-3.8410, 4.8348, 0.3505], [-3.3689, 2.3522, -1.0753], [-0.0108, -4.3771, -2.4189], [1.2928, 0.5220, 1.0735], [-2.1923, 5.2713, 3.3899], [-4.2313, -2.2850, 2.5484], [2.5314, -0.4676, -0.8067], [-4.5634, -1.9298, 4.2344], [-0.9856, 1.6758, 0.0559], [-0.8923, -5.6250, -1.6362], [1.7152, -0.6256, 4.4111], [2.3075, -2.8780, -0.6776], [4.7409, -0.3884, 4.3980], [0.0143, 0.0112, -7.4117], [-0.7569, 1.5212, -5.5060], [-1.1315, -1.4942, -1.2915], [4.5573, -2.0999, -1.3289], [5.2891, -3.5825, 0.4787], [3.9480, -1.5934, 2.5535], [-2.2331, -1.5713, 4.7056], [0.7781, 4.7707, 3.2883], [4.2102, -4.8577, -0.1189], [0.8863, 1.6167, -4.9767], [-2.1120, -2.3183, -2.4614], [3.6374, -0.3190, 5.7483], [-1.5108, 3.9627, -0.5544], [0.0689, 2.3475, 2.9716], [-0.7281, 3.4543, 1.8608], [2.3980, -2.5997, -2.4104], [0.4600, 2.2907, -6.5153], [-1.6205, 3.5988, -2.2786], [2.4638, -0.1216, -7.7226], [-3.6151, -3.3870, 3.8919], [2.2367, -1.9138, 2.2110], [2.6845, 0.6586, -6.1233], [-1.7306, -4.6417, -2.8473], [-2.2221, 5.1328, -1.7558], [2.3583, -4.2426, -1.7433], [1.2518, -0.4945, -2.9760], [-0.5175, -1.5274, 3.0374], [-1.5729, -2.6148, 2.0981], [-0.9239, 1.1163, -2.5677]], "homo_lumo_gap_ha": 0.316, "relative_energy_kj_mol": 0.00, "lumo_ha": -0.00970, "smiles": "C[C@H]1COC(=O)O1.C[C@H]1COC(=O)O1.C[C@H]1COC(=O)O1.C[C@H]1COC(=O)O1.C[C@H]1COC(=O)O1.C[C@H]1COC(=O)O1.C[C@H]1COC(=O)O1.c1cc[nH]c1"}

---

How do the records compare in total energy? In the order shown, they have -112228.2961; -44173.4815; -12991.2028; -86010.9729; -45169.4490; -9472.9980; -21875.0504; -78435.3902 eV.